1.
Below is a single C2H3Br2NO3 molecule at a distorted geometry, with properties calculated with ωB97M-V with the def2-TZVPD basis set.

Its LUMO energy is -0.52 eV. For the energy above the lowest of the compared OMol25 structures with the same formula, charge and spin, the calculation gives 3.034 eV. The HOMO energy comes out at -0.367 Eh. Its structure (SMILES) is O=[N+]([O-])[C@H](Br)COBr. As for the total energy: -5506.30622 hartree. As for the HOMO-LUMO gap: 9.480 eV.

Last column: Löwdin charge in e.
Atoms and positions in Å:
O (-0.96, -1.07, 0.75)  0.06
N (-1.46, 0.03, 0.64)  -0.44
O (-2.52, 0.39, 1.00)  0.06
C (-0.44, 1.16, 0.26)  -0.55
Br (-1.39, 2.78, -0.15)  0.73
C (0.58, 0.48, -1.05)  -0.28
O (1.83, 0.95, -0.92)  -0.68
Br (2.71, 0.66, 0.57)  0.89
H (0.33, 1.49, 1.00)  0.03
H (0.17, 0.77, -1.93)  0.08
H (0.39, -0.62, -0.85)  0.11

=====

2.
Below is a molecular structure, C58H46Br2N7O3RuTe at a distorted geometry, with properties calculated with ωB97M-V with the def2-TZVPD basis set.

Its LUMO energy (alpha / beta) is 0.20 / -1.54 eV. For the energy above the lowest of the compared OMol25 structures with the same formula, charge and spin, the calculation gives 4.282 eV. The HOMO energy (alpha / beta) comes out at -0.209 / -0.224 Eh. As for the total energy: -8357.23361 hartree. As for the HOMO-LUMO gap (alpha / beta): 5.895 / 4.564 eV. The spin multiplicity is 6.

Last column: Mulliken spin population.
Atoms and positions in Å:
Ru (0.76, 0.65, 0.34)  0.70
C (-4.57, -1.21, 4.10)  0.00
C (-3.20, -0.66, 3.68)  -0.03
C (-2.08, -1.23, 4.27)  0.07
C (-0.81, -0.65, 4.17)  -0.03
C (-0.57, 0.21, 3.01)  0.08
N (0.60, 0.20, 2.32)  0.01
C (1.82, -0.36, 2.95)  -0.02
C (2.37, 0.42, 3.98)  0.01
C (3.66, 0.15, 4.46)  -0.01
C (4.39, -1.03, 4.12)  0.00
C (5.93, -1.07, 4.24)  0.00
C (3.65, -1.95, 3.39)  -0.01
C (2.44, -1.59, 2.69)  -0.01
N (1.37, -2.52, 0.57)  0.18
C (1.12, -3.69, -0.37)  0.11
C (0.73, -3.00, -1.58)  0.58
C (1.47, -1.75, -1.60)  0.13
N (1.37, -1.37, -0.14)  0.63
C (-1.76, 0.95, 2.54)  -0.03
C (-3.04, 0.50, 2.93)  0.06
N (-1.55, 2.09, 1.81)  0.19
C (-2.55, 3.07, 1.80)  -0.10
C (-2.30, 4.01, 0.87)  0.26
C (-1.10, 3.46, 0.06)  -0.09
N (-0.59, 2.32, 0.88)  0.54
H (-4.79, -2.17, 3.57)  0.00
H (-5.37, -0.46, 3.84)  0.00
H (-4.57, -1.40, 5.15)  0.00
H (-2.19, -2.23, 4.70)  0.00
H (0.05, -1.04, 4.68)  0.00
H (1.85, 1.36, 4.21)  0.00
H (4.16, 0.85, 5.11)  0.00
H (6.18, -0.92, 5.30)  0.00
H (6.41, -0.26, 3.68)  0.00
H (6.42, -2.03, 3.89)  0.00
H (4.02, -2.95, 3.28)  0.01
H (0.27, -4.29, 0.02)  0.05
H (0.09, -3.38, -2.40)  -0.18
H (2.62, -2.03, -1.65)  -0.01
H (-3.94, 0.92, 2.49)  0.00
H (-3.36, 2.94, 2.49)  0.00
H (-2.81, 5.00, 0.72)  -0.01
H (-1.70, 2.89, -0.76)  0.14
Br (-1.80, 3.82, -3.06)  0.04
C (-0.89, 5.02, -1.93)  0.37
C (-0.67, 6.33, -2.28)  -0.17
C (-0.10, 7.37, -1.49)  0.45
Br (-0.38, 9.16, -2.16)  0.02
C (0.28, 7.01, -0.13)  -0.11
C (0.58, 7.91, 0.91)  0.13
C (0.49, 7.48, 2.26)  -0.06
C (0.43, 6.14, 2.46)  0.08
N (0.31, 5.24, 1.54)  -0.03
C (0.22, 5.60, 0.26)  0.18
C (-0.14, 4.48, -0.70)  0.00
O (1.04, 3.85, -1.16)  0.03
H (-0.97, 6.57, -3.36)  0.00
H (0.89, 8.93, 0.70)  0.01
H (0.75, 8.20, 3.14)  0.00
H (0.39, 5.79, 3.51)  0.00
C (-2.85, -0.32, -5.73)  0.00
C (-2.39, -0.56, -4.33)  0.01
C (-3.23, -0.74, -3.21)  0.00
C (-2.86, -0.51, -1.93)  0.01
C (-3.91, -0.67, -0.84)  0.02
O (-4.51, 0.31, -0.34)  0.00
C (-4.15, -2.08, -0.33)  0.00
C (-5.42, -2.50, 0.18)  0.00
C (-5.60, -3.72, 0.84)  0.00
C (-4.49, -4.48, 1.09)  0.00
C (-3.22, -4.14, 0.52)  -0.01
C (-3.09, -2.92, -0.13)  -0.05
C (-1.42, -0.29, -1.69)  0.03
O (-0.98, 0.16, -0.51)  0.03
C (-0.54, -0.55, -2.79)  0.04
C (-1.05, -0.66, -4.07)  -0.01
C (1.14, -0.53, -2.45)  -0.03
N (1.50, 0.64, -1.62)  -0.05
C (2.60, 1.29, -1.87)  0.01
C (3.46, 1.97, -0.95)  0.01
Te (2.53, 2.04, 1.16)  0.31
C (1.90, -2.69, 1.81)  -0.16
C (2.43, -4.62, -0.55)  0.16
C (2.59, -5.74, 0.15)  0.00
C (1.77, -6.10, 1.33)  0.20
C (1.46, -5.21, 2.31)  -0.13
C (1.76, -3.84, 2.59)  0.35
C (1.90, -0.77, -3.79)  0.01
C (1.93, 0.27, -4.70)  0.00
C (2.50, 0.11, -5.99)  0.00
C (2.94, -1.14, -6.34)  0.00
C (2.94, -2.26, -5.48)  0.01
C (2.44, -2.08, -4.21)  0.02
H (-3.93, 0.02, -5.61)  0.00
H (-2.88, -1.19, -6.38)  0.00
H (-2.32, 0.53, -6.19)  0.00
H (-4.30, -0.94, -3.32)  0.00
H (-6.28, -1.88, -0.09)  0.00
H (-6.62, -4.11, 1.00)  0.00
H (-4.58, -5.35, 1.78)  0.00
H (-2.45, -4.84, 0.69)  0.00
H (-2.12, -2.67, -0.47)  0.06
H (-0.43, -0.82, -4.91)  0.00
H (1.84, 4.54, -1.18)  0.00
H (2.95, 1.30, -2.91)  0.00
H (3.83, 2.96, -1.20)  0.00
H (4.35, 1.39, -0.70)  0.00
H (3.26, -4.33, -1.23)  0.00
H (3.37, -6.39, -0.25)  0.01
H (1.42, -7.13, 1.51)  0.00
H (0.94, -5.61, 3.17)  0.00
H (1.61, -3.61, 3.65)  0.02
H (1.46, 1.23, -4.41)  0.00
H (2.61, 0.97, -6.67)  0.00
H (3.37, -1.24, -7.35)  0.00
H (3.26, -3.26, -5.76)  0.00
H (2.28, -2.89, -3.54)  0.00

=====

3.
Below is a molecular structure, C19H20Cl3F2N3OS2Ti at a distorted geometry, with properties calculated with ωB97M-V with the def2-TZVPD basis set.

Its LUMO energy (alpha / beta) is 3.98 / 3.98 eV. For the energy above the lowest of the compared OMol25 structures with the same formula, charge and spin, the calculation gives 2.213 eV. The HOMO energy (alpha / beta) comes out at -0.008 / -0.008 Eh. As for the total energy: -4201.70211 hartree. As for the HOMO-LUMO gap (alpha / beta): 4.196 / 4.201 eV. Its charge is -2.

Last column: Löwdin charge in e.
Atoms and positions in Å:
Ti (-0.12, -0.47, -0.23)  1.00
C (1.71, -0.17, -5.70)  -0.47
S (0.20, -1.16, -5.76)  0.68
C (-0.28, -1.25, -4.00)  -1.19
S (-1.99, -1.27, -3.80)  0.37
N (0.75, -1.37, -3.25)  -0.10
N (0.66, -1.34, -1.84)  -0.19
C (1.45, -2.37, -1.33)  -0.17
C (1.96, -2.24, -0.07)  -0.32
C (2.63, -3.30, 0.64)  -0.07
C (3.18, -3.07, 1.85)  -0.13
C (3.08, -1.75, 2.43)  -0.12
C (2.37, -0.81, 1.75)  -0.19
N (1.77, -0.98, 0.54)  -0.05
H (2.28, -0.34, -6.61)  0.00
H (2.31, -0.49, -4.84)  0.01
H (1.49, 0.89, -5.61)  0.02
H (1.61, -3.25, -1.93)  0.11
H (2.66, -4.28, 0.18)  0.10
H (3.68, -3.86, 2.40)  0.08
H (3.52, -1.51, 3.38)  0.07
H (2.26, 0.19, 2.17)  0.07
Cl (0.11, 2.90, 6.60)  0.59
C (-0.08, 1.99, 5.12)  -0.69
C (0.39, 2.51, 3.93)  -0.16
C (0.22, 1.78, 2.76)  -0.56
Cl (0.92, 2.40, 1.30)  0.77
C (-0.44, 0.53, 2.72)  -0.46
O (-0.66, -0.12, 1.64)  -0.21
C (-0.86, 0.03, 3.98)  -0.58
Cl (-1.60, -1.52, 4.04)  0.71
C (-0.70, 0.74, 5.16)  -0.15
H (0.90, 3.46, 3.90)  0.10
H (-1.05, 0.32, 6.09)  0.09
F (-1.12, -2.96, 0.23)  -0.09
C (-1.77, -1.85, -0.36)  -0.36
F (-2.87, -1.62, 0.48)  -0.09
H (-2.17, -2.18, -1.31)  0.02
C (-2.90, 1.70, -0.20)  -0.09
C (-1.73, 2.29, -0.97)  -0.52
C (-2.24, 3.00, -2.23)  -0.11
C (-0.70, 1.23, -1.34)  -0.27
H (-3.66, 2.46, 0.02)  0.07
H (-2.59, 1.25, 0.74)  0.06
H (-3.38, 0.91, -0.79)  0.08
H (-1.25, 3.05, -0.34)  0.08
H (-2.73, 2.28, -2.89)  0.07
H (-1.42, 3.44, -2.79)  0.07
H (-2.96, 3.79, -1.99)  0.06
H (-1.07, 0.67, -2.21)  0.00
H (0.25, 1.69, -1.66)  0.05

=====

4.
Below is 5 unconnected molecules or ions with the total composition C43H50N4O13S at a distorted geometry, with properties calculated with ωB97M-V with the def2-TZVPD basis set.

Its LUMO energy is -0.82 eV. For the energy above the lowest of the compared OMol25 structures with the same formula, charge and spin, the calculation gives 0.000 eV. The HOMO energy comes out at -0.305 Eh. Its structure (SMILES) is CC[C@@H](C)[C@@]1(CC)OS(=O)(=O)O[C@@H]1COc1cc(C)ccc1C(C)C.O=[N+]([O-])c1ccccc1.O=[N+]([O-])c1ccccc1.O=[N+]([O-])c1ccccc1.O=[N+]([O-])c1ccccc1. As for the total energy: -3263.49113 hartree. As for the HOMO-LUMO gap: 7.474 eV.

Last column: Löwdin charge in e.
Atoms and positions in Å:
C (3.65, -1.64, 1.71)  -0.09
C (2.38, -2.33, 1.23)  -0.20
C (1.96, -2.00, -0.23)  -0.29
C (2.02, -3.28, -1.07)  -0.04
C (0.56, -1.29, -0.28)  -0.34
C (-0.53, -2.26, 0.15)  -0.11
C (-1.23, -3.03, -0.99)  -0.05
O (0.69, -0.14, 0.66)  -0.13
S (1.50, 1.03, -0.03)  0.61
O (0.91, 2.28, 0.30)  -0.22
O (2.91, 0.93, 0.17)  -0.23
O (1.22, 0.59, -1.55)  -0.15
C (0.36, -0.57, -1.62)  -0.20
C (-1.06, -0.14, -2.10)  -0.08
O (-2.15, -0.37, -1.23)  -0.07
C (-2.50, 0.53, -0.26)  -0.19
C (-2.04, 1.84, -0.18)  0.02
C (-2.46, 2.68, 0.84)  -0.26
C (-1.95, 4.10, 0.91)  -0.03
C (-3.35, 2.22, 1.80)  -0.04
C (-3.82, 0.91, 1.71)  -0.03
C (-3.41, 0.06, 0.70)  -0.14
C (-3.99, -1.34, 0.58)  -0.36
C (-4.39, -1.96, 1.93)  -0.07
C (-5.20, -1.33, -0.37)  -0.05
H (3.50, -0.58, 1.89)  0.06
H (3.96, -2.09, 2.65)  0.07
H (4.47, -1.75, 0.99)  0.08
H (2.57, -3.40, 1.27)  0.11
H (1.57, -2.14, 1.94)  0.11
H (2.72, -1.34, -0.65)  0.12
H (3.05, -3.62, -1.08)  0.10
H (1.69, -3.14, -2.10)  0.06
H (1.42, -4.08, -0.64)  0.06
H (-1.26, -1.69, 0.72)  0.12
H (-0.12, -2.99, 0.85)  0.10
H (-1.42, -4.05, -0.67)  0.06
H (-2.18, -2.57, -1.24)  0.06
H (-0.61, -3.08, -1.88)  0.08
H (0.76, -1.24, -2.38)  0.13
H (-0.98, 0.89, -2.44)  0.10
H (-1.28, -0.73, -2.99)  0.14
H (-1.35, 2.23, -0.90)  0.08
H (-2.77, 4.76, 1.19)  0.08
H (-1.17, 4.21, 1.66)  0.07
H (-1.60, 4.43, -0.07)  0.07
H (-3.68, 2.86, 2.60)  0.11
H (-4.54, 0.57, 2.45)  0.11
H (-3.26, -2.01, 0.13)  0.08
H (-5.44, -1.82, 2.16)  0.08
H (-3.81, -1.57, 2.77)  0.07
H (-4.22, -3.04, 1.90)  0.07
H (-5.54, -2.36, -0.50)  0.08
H (-6.01, -0.73, 0.02)  0.08
H (-4.89, -0.99, -1.36)  0.08
O (-3.14, 6.12, 6.28)  0.08
N (-2.13, 6.78, 6.35)  -0.35
O (-2.06, 7.88, 6.88)  0.08
C (-0.91, 6.23, 5.75)  -0.15
C (-0.96, 5.01, 5.12)  0.00
C (0.19, 4.50, 4.54)  -0.07
C (1.38, 5.22, 4.61)  -0.07
C (1.42, 6.45, 5.26)  -0.07
C (0.27, 6.96, 5.84)  -0.01
H (-1.89, 4.46, 5.07)  0.12
H (0.17, 3.54, 4.04)  0.11
H (2.28, 4.82, 4.16)  0.11
H (2.34, 7.00, 5.32)  0.11
H (0.28, 7.92, 6.34)  0.12
O (1.20, -7.54, 0.43)  0.09
N (0.39, -6.71, 0.77)  -0.34
O (-0.16, -5.93, 0.02)  0.05
C (0.06, -6.62, 2.20)  -0.14
C (0.70, -7.46, 3.09)  0.00
C (0.40, -7.36, 4.44)  -0.06
C (-0.53, -6.43, 4.88)  -0.07
C (-1.17, -5.59, 3.96)  -0.06
C (-0.87, -5.69, 2.61)  0.00
H (1.43, -8.18, 2.74)  0.12
H (0.90, -8.00, 5.15)  0.11
H (-0.76, -6.34, 5.93)  0.11
H (-1.89, -4.87, 4.31)  0.11
H (-1.36, -5.05, 1.90)  0.11
O (-1.34, 2.93, -3.00)  0.04
N (-1.85, 3.83, -3.64)  -0.32
O (-2.91, 3.74, -4.23)  0.10
C (-1.13, 5.11, -3.70)  -0.14
C (0.08, 5.22, -3.04)  0.00
C (0.76, 6.43, -3.10)  -0.06
C (0.22, 7.49, -3.82)  -0.07
C (-1.00, 7.36, -4.47)  -0.06
C (-1.69, 6.16, -4.41)  0.00
H (0.48, 4.39, -2.49)  0.12
H (1.70, 6.53, -2.60)  0.11
H (0.76, 8.43, -3.87)  0.11
H (-1.42, 8.19, -5.02)  0.11
H (-2.64, 6.04, -4.91)  0.12
O (7.17, -3.45, -6.90)  0.08
N (5.97, -3.57, -7.02)  -0.35
O (5.41, -4.12, -7.95)  0.08
C (5.12, -3.01, -5.95)  -0.15
C (5.72, -2.35, -4.89)  0.00
C (4.92, -1.81, -3.90)  -0.05
C (3.54, -1.93, -3.98)  -0.07
C (2.95, -2.60, -5.05)  -0.06
C (3.74, -3.15, -6.05)  0.00
H (6.79, -2.26, -4.85)  0.12
H (5.37, -1.29, -3.07)  0.11
H (2.91, -1.50, -3.21)  0.08
H (1.88, -2.70, -5.11)  0.11
H (3.31, -3.67, -6.88)  0.12

=====

5.
Below is 2 unconnected molecules or ions with the total composition C3H8BrINS at a distorted geometry, with properties calculated with ωB97M-V with the def2-TZVPD basis set.

Its LUMO energy is -5.72 eV. For the energy above the lowest of the compared OMol25 structures with the same formula, charge and spin, the calculation gives 0.150 eV. The HOMO energy comes out at -0.443 Eh. As for the total energy: -3443.43706 hartree. As for the HOMO-LUMO gap: 6.336 eV. Its charge is +1.

Last column: Löwdin charge in e.
Atoms and positions in Å:
C (-1.87, 1.26, -1.93)  -0.27
C (-1.84, 0.49, -0.59)  -1.11
C (2.51, -0.80, 1.70)  -0.53
N (2.08, -2.05, 1.69)  0.18
S (-0.20, 0.88, 0.26)  0.54
Br (2.38, 0.49, 3.05)  0.89
I (-1.97, -1.64, -0.96)  0.72
H (-2.69, 1.02, -2.69)  0.09
H (-2.10, 2.30, -1.67)  0.07
H (-0.97, 1.05, -2.58)  0.09
H (-2.58, 0.76, 0.21)  0.04
H (3.29, -0.47, 1.06)  0.07
H (1.36, -2.30, 2.40)  0.17
H (2.39, -2.61, 0.93)  0.14
H (0.22, 1.62, -0.87)  -0.08

=====

6.
Below is a gas-phase ion, CHN2OS (charge -1) at a distorted geometry, with properties calculated with ωB97M-V with the def2-TZVPD basis set.

Its LUMO energy (alpha / beta) is 3.74 / 3.74 eV. For the energy above the lowest of the compared OMol25 structures with the same formula, charge and spin, the calculation gives 2.616 eV. The HOMO energy (alpha / beta) comes out at -0.120 / -0.120 Eh. Its structure (SMILES) is N#CN([O-])S. As for the total energy: -621.55323 hartree. As for the HOMO-LUMO gap (alpha / beta): 7.018 / 7.019 eV. Its charge is -1.

Last column: Löwdin charge in e.
Atoms and positions in Å:
N (3.54, 0.71, 0.24)  -0.04
C (2.57, 0.18, -0.13)  -0.33
N (1.34, -1.00, -0.66)  -0.55
O (1.24, -1.71, 0.33)  -0.29
S (-0.12, 0.17, -1.08)  0.45
H (0.55, 0.61, -2.14)  -0.23

=====

Which of these has the lowest energy above the lowest of the compared OMol25 structures with the same formula, charge and spin?
C43H50N4O13S